(1)
Formula: C25H52ClN4O5S
Source: the Open Molecules 2025 dataset
Level of theory: ωB97M-V with the def2-TZVPD basis set

Output
LUMO level (spin up / spin down) in eV: 0.5 / 0.3
M in Da: 556.23
Kohn-Sham gap (spin up / spin down) in eV: 9.0 / 8.9
Maximum force in eV Å⁻¹: 0.9
HOMO energy (spin up / spin down) in eV: -8.441 / -8.619
Multiplicity: 2
E in hartree: -2437.19248

Atoms and positions in Å:
C1 3.861 -1.591 0.580
C2 2.900 -1.193 -0.551
C3 1.611 -1.991 -0.625
Cl1 1.956 -3.764 -0.551
C4 0.707 -1.694 -1.849
N1 1.207 -2.450 -3.019
C5 2.135 -2.148 -3.723
S1 3.315 -1.752 -4.670
C6 0.650 -0.216 -2.253
C7 -0.313 0.687 -1.425
C8 0.447 1.874 -0.814
C9 -1.412 1.266 -2.325
N2 -0.904 -0.096 -0.309
O1 -0.238 -0.051 0.784
C10 -1.568 -1.399 -0.607
C11 -1.721 -2.165 0.713
C12 -2.978 -1.188 -1.182
C13 -0.706 -2.222 -1.597
H1 4.040 -0.744 1.243
H2 3.465 -2.400 1.189
H3 4.827 -1.885 0.175
H4 2.597 -0.160 -0.386
H5 3.413 -1.214 -1.515
H6 1.032 -1.819 0.277
H7 0.307 -0.213 -3.289
H8 1.643 0.229 -2.267
H9 -0.129 2.327 -0.012
H10 1.425 1.593 -0.439
H11 0.597 2.626 -1.590
H12 -2.207 1.698 -1.716
H13 -1.861 0.518 -2.975
H14 -0.978 2.050 -2.941
H15 -2.343 -3.040 0.521
H16 -2.215 -1.550 1.462
H17 -0.771 -2.519 1.102
H18 -3.445 -0.296 -0.765
H19 -2.964 -1.073 -2.266
H20 -3.591 -2.058 -0.963
H21 -0.619 -3.242 -1.220
H22 -1.197 -2.289 -2.568
C14 -5.672 0.078 -4.436
O2 -4.939 1.194 -3.979
C15 -4.963 2.318 -4.851
C16 -5.789 3.448 -4.279
N3 -7.203 3.113 -4.241
C17 -8.048 4.062 -3.525
C18 -7.777 4.307 -2.046
O3 -8.073 3.209 -1.206
C19 -7.055 2.236 -1.088
H23 -5.385 -0.772 -3.819
H24 -6.754 0.225 -4.344
H25 -5.437 -0.155 -5.478
H26 -5.332 2.025 -5.838
H27 -3.933 2.666 -4.963
H28 -5.653 4.331 -4.913
H29 -5.376 3.688 -3.289
H30 -7.317 2.195 -3.833
H31 -9.079 3.715 -3.617
H32 -7.991 5.025 -4.042
H33 -8.441 5.112 -1.725
H34 -6.750 4.649 -1.864
H35 -6.060 2.689 -1.130
H36 -7.124 1.465 -1.861
H37 -7.178 1.753 -0.119
C20 8.070 -0.292 3.161
O4 6.733 -0.727 3.029
C21 6.540 -2.128 3.172
C22 5.807 -2.464 4.450
N4 6.627 -2.203 5.622
C23 5.935 -2.311 6.901
C24 4.755 -1.387 7.174
O5 5.101 -0.026 7.333
C25 5.226 0.716 6.137
H38 8.103 0.748 2.841
H39 8.431 -0.350 4.194
H40 8.742 -0.876 2.526
H41 7.497 -2.655 3.122
H42 5.928 -2.457 2.328
H43 5.548 -3.527 4.432
H44 4.866 -1.896 4.448
H45 7.037 -1.281 5.544
H46 6.673 -2.141 7.688
H47 5.587 -3.343 7.012
H48 4.318 -1.694 8.128
H49 3.967 -1.487 6.416
H50 4.517 0.376 5.376
H51 6.237 0.667 5.721
H52 5.011 1.757 6.375

(2)
Formula: C25H52F3N8OsP
Source: the Open Molecules 2025 dataset
Level of theory: ωB97M-V with the def2-TZVPD basis set

Output
LUMO level (spin up / spin down) in eV: -6.8 / -6.8
M in Da: 742.94
Kohn-Sham gap (spin up / spin down) in eV: 7.1 / 7.0
Net charge: +2
Maximum force in eV Å⁻¹: 0.5
HOMO energy (spin up / spin down) in eV: -13.841 / -13.784
E in hartree: -2153.00068

Atoms and positions in Å:
Os1 -1.194 -1.502 0.159
C1 -2.154 -1.779 -2.740
N1 -2.681 -1.623 -1.357
C2 -3.481 -0.366 -1.309
C3 -3.559 -2.791 -1.037
C4 -3.852 -2.829 0.442
N2 -2.594 -2.872 1.238
C5 -2.189 -4.281 1.472
C6 -2.876 -2.255 2.555
H1 -2.983 -1.732 -3.449
H2 -1.648 -2.732 -2.837
H3 -1.451 -0.976 -2.940
H4 -4.335 -0.457 -1.984
H5 -2.848 0.461 -1.615
H6 -3.836 -0.172 -0.299
H7 -3.041 -3.693 -1.352
H8 -4.482 -2.713 -1.615
H9 -4.467 -3.702 0.676
H10 -4.418 -1.950 0.748
H11 -2.921 -4.774 2.116
H12 -1.215 -4.299 1.953
H13 -2.124 -4.818 0.532
H14 -3.735 -2.745 3.019
H15 -3.094 -1.194 2.430
H16 -2.015 -2.370 3.204
F1 -0.854 -4.091 -1.185
C7 -0.118 -3.098 -0.595
F2 0.687 -2.637 -1.590
F3 0.707 -3.751 0.256
C8 2.548 -3.170 3.594
N3 1.462 -2.187 3.727
C9 1.316 -1.468 4.998
C10 0.683 -1.942 2.725
N4 0.004 -1.720 1.814
H17 3.509 -2.668 3.700
H18 2.491 -3.646 2.619
H19 2.444 -3.925 4.372
H20 2.225 -0.903 5.203
H21 1.146 -2.183 5.802
H22 0.472 -0.785 4.939
N5 -0.548 0.123 -0.178
P1 0.567 1.290 -0.535
N6 0.119 2.126 -1.861
C11 0.375 1.637 -3.230
C12 -0.856 1.769 -4.117
C13 -1.404 3.191 -4.099
C14 -1.693 3.617 -2.665
C15 -0.449 3.485 -1.801
N7 2.007 0.608 -0.896
C16 3.056 1.325 -1.646
C17 3.731 0.355 -2.617
C18 3.800 -1.055 -2.007
C19 3.872 -0.951 -0.486
C20 2.556 -0.387 0.052
N8 0.568 2.284 0.753
C21 -0.284 2.138 1.954
C22 0.492 2.594 3.179
C23 0.850 4.083 3.086
C24 1.169 4.492 1.637
C25 1.643 3.298 0.823
H23 0.721 0.605 -3.176
H24 1.186 2.234 -3.663
H25 -1.634 1.085 -3.770
H26 -0.588 1.465 -5.130
H27 -2.306 3.258 -4.707
H28 -0.672 3.872 -4.543
H29 -2.496 3.001 -2.244
H30 -2.030 4.653 -2.628
H31 -0.671 3.724 -0.764
H32 0.314 4.189 -2.154
H33 3.781 1.738 -0.939
H34 2.617 2.171 -2.172
H35 4.734 0.729 -2.834
H36 3.189 0.330 -3.563
H37 4.657 -1.597 -2.400
H38 2.909 -1.627 -2.279
H39 4.711 -0.312 -0.200
H40 4.048 -1.925 -0.029
H41 2.697 0.062 1.045
H42 1.833 -1.192 0.144
H43 -0.584 1.097 2.054
H44 -1.194 2.737 1.844
H45 1.399 1.987 3.266
H46 -0.104 2.404 4.072
H47 1.698 4.295 3.737
H48 0.018 4.682 3.455
H49 1.935 5.266 1.611
H50 0.283 4.911 1.155
H51 2.544 2.865 1.270
H52 1.902 3.607 -0.192